Formula: C11H17ClO4PtS
Source: OMol25
Level of theory: ωB97M-V/def2-TZVPD

The geometry in XYZ format:
```
35
Properties=species:S:1:pos:R:3:mulliken_charge:R:1
C 3.267 1.336 -0.850 -1.086
H -0.263 -1.591 1.771 0.328
C -0.395 1.177 0.463 0.229
Cl 0.395 -2.145 -1.761 -0.050
H -1.338 0.967 1.157 -1.621
C -2.774 0.261 -1.465 -0.630
O 1.576 2.847 -1.501 -0.406
H 3.904 1.846 -1.553 0.360
H -3.625 0.788 1.072 0.314
C 2.112 2.243 -0.626 0.807
H 2.046 -2.613 1.299 0.386
H 0.900 -3.731 2.073 0.413
H 1.258 -3.803 0.342 0.396
H -2.211 -1.522 -0.545 0.394
H 1.470 0.562 1.478 0.342
H 3.859 1.173 0.034 0.402
S -2.813 -0.249 1.331 -0.158
C 0.384 -1.251 -0.233 -0.466
C 0.892 1.447 1.239 -0.240
H -3.625 0.843 -1.158 0.414
C -0.023 -2.191 0.895 -0.321
H -0.855 -2.801 0.580 0.265
H 2.969 0.412 -1.321 0.270
C -0.568 -0.042 -0.397 1.271
H -3.112 -0.523 -2.123 0.304
H -0.597 2.115 -0.041 0.749
H 1.412 -0.975 -0.061 0.336
C -2.034 -0.483 -0.322 -0.112
C -1.649 1.038 -2.098 0.305
H 0.575 1.872 2.244 0.372
Pt -1.735 1.241 2.649 0.919
O -1.703 2.017 -2.760 -0.408
C 1.119 -3.156 1.191 -1.455
O 1.633 2.460 0.699 -0.348
O -0.454 0.433 -1.699 -0.276
```

Output
E ... -46453.0339 eV
HOMO-LUMO gap ... 4.71 eV
Charge ... +2
HOMO level ... -0.6207 hartree
2S+1 ... 1